Entry 1:
Here is a structure of composition C37H32EuF6GeN2O5SSbTe at a distorted geometry from the OMol25 dataset. Energies are from wB97M-V/def2-TZVPD.

LUMO energy (spin up / spin down) in eV: 3.888 / 3.810
HOMO (spin up / spin down) in Ha: -0.0154 / -0.0373

```
! wB97M-V def2-TZVPD RIJCOSX def2/J DEFGRID3
* xyz -2 7
Eu -0.4995 -0.4733 1.5046
Te 1.8120 -0.4733 -0.4994
Sb -2.0850 2.2678 4.2498
Ge -1.6136 1.4557 -0.4244
S 2.0087 -1.5719 5.3278
F -0.2388 2.7358 4.8502
F -1.9999 3.7061 2.8670
F -3.9312 1.7998 3.6495
F -1.3290 0.9629 2.9408
F -2.1702 0.8297 5.6326
F -2.8416 3.5717 5.5596
O 2.1047 -3.1785 0.3500
O -4.2088 0.1819 0.4263
O -2.4685 -4.0878 -2.4414
O -2.2876 0.5914 1.6224
O 1.4213 -1.3667 1.5912
N -1.1407 -1.6549 0.2157
N -1.3245 -2.0139 3.1013
C -2.5805 0.1375 -2.8056
C 0.1120 3.7491 -0.7491
C 3.2052 -0.9146 -3.2292
C -2.4927 -2.6923 3.1066
C -1.1943 3.3342 -0.4587
C 0.8155 -1.4297 4.0799
C -5.1378 1.2671 -2.7179
C 4.7238 0.0083 -1.5476
C -4.1988 1.5874 -1.7320
C -1.9868 -3.7671 5.1582
C 6.6501 -0.4438 -4.7980
C 3.0676 -0.4607 4.5782
C 4.2543 -0.9083 -4.1616
C -0.4577 -2.2029 4.1365
C -0.7726 -3.0787 5.1777
C -3.5208 -0.1813 -3.7907
C -2.1842 4.2897 -0.1933
C 1.8509 -1.4145 -3.6565
C -1.9785 -3.2214 -1.4875
C -0.6239 -3.3865 -1.0305
C 0.4254 5.1119 -0.7765
C 5.5266 -0.4516 -3.8028
C 3.4333 -0.4546 -1.9104
C 5.0631 0.5164 -0.1703
C -2.3835 -1.3534 -0.0757
C 1.2813 -0.5294 3.1326
C -2.8751 -2.2049 -1.0175
C 2.5538 0.0268 3.4013
C -1.8688 5.6521 -0.2210
C -2.8658 -3.5722 4.1036
C 1.2130 -2.3175 0.6898
C -4.7990 0.3836 -3.7472
C -2.9913 -0.0936 0.7288
C -2.9165 1.0241 -1.7741
C 5.7532 0.0029 -2.5009
C -0.1901 -2.5051 -0.0888
C -0.5647 6.0632 -0.5130
H -3.1951 3.9843 0.0375
H -0.3216 7.1177 -0.5341
H -2.2394 -4.4503 5.9644
H 5.8745 -0.1057 0.2631
H -3.8161 -4.0917 4.0594
H -6.1280 1.7029 -2.6836
H 4.0163 -0.2186 5.0375
H -2.6346 6.3888 -0.0154
H 6.3240 -0.8312 -5.7867
H 7.0214 0.5939 -4.9332
H 4.2132 0.4961 0.5346
H 1.0980 -0.6070 -3.5402
H -0.3176 0.6584 -0.7210
H 0.0395 -4.1570 -1.3940
H -4.4739 2.2689 -0.9394
H 4.0802 -1.2605 -5.1716
H -1.7434 -4.6999 -2.6427
H -3.1410 -2.5004 2.2565
H 3.0613 0.7421 2.7677
H -5.5263 0.1362 -4.5096
H 7.4804 -1.0815 -4.4282
H 5.4163 1.5669 -0.2411
H 1.4350 5.4304 -1.0019
H 1.5580 -2.2859 -3.0341
H -3.2589 -0.8658 -4.5871
H 0.7275 1.2403 1.5046
H 1.8453 -1.7365 -4.7196
H -0.0990 -3.2448 6.0109
H -1.5931 -0.3043 -2.8473
H 0.8849 3.0195 -0.9546
H 6.7411 0.3563 -2.2265
H -3.8865 -2.1117 -1.3843
*
```

***

Entry 2:
Here is a structure of composition C17H23F2N3OS at a distorted geometry from the OMol25 dataset. Energies are from wB97M-V/def2-TZVPD.

LUMO energy in eV: -0.130
HOMO in Ha: -0.2443
Energy above the lowest of the compared OMol25 structures with the same formula, charge and spin in kcal/mol: 383.0

```
! wB97M-V def2-TZVPD RIJCOSX def2/J DEFGRID3
* xyz 0 1
S -0.6231 3.0349 -0.2435
F 7.7561 0.2631 0.2168
F 7.0108 -1.5600 1.4557
O 6.3397 -1.0848 -0.7779
N -3.5808 -1.1864 0.3233
N -1.9512 1.0613 -1.4148
N 0.1842 0.8831 -1.0614
C 1.3784 1.2602 -0.5127
C -4.7337 -1.7613 -0.4734
C 3.5563 0.9254 0.4838
C -0.8534 1.6690 -0.8760
C -5.0213 -3.0012 0.2423
C 4.7071 0.3773 0.6660
C 2.9360 0.0791 -1.7308
C 7.2217 -1.1613 0.2362
C 4.0877 -0.6898 -1.3878
C -3.6563 0.1510 1.0778
C -4.4353 -0.0460 2.4945
C 1.1055 2.7716 0.1379
C -2.4421 -1.3561 -0.3861
C 2.6220 0.8158 -0.3094
C -2.2866 -0.2470 -1.8595
C 1.9167 3.6728 0.8208
C 5.0936 -0.4300 -0.5087
H -2.8163 1.5814 -1.0933
H 2.2754 -0.2154 -2.2632
H 5.5687 0.4715 1.3263
H -5.0150 -3.0277 1.2357
H -5.4847 -0.4286 2.4927
H 1.9643 3.5791 1.8653
H -4.6144 -1.6942 -1.3744
H -5.4269 -0.9851 -0.0556
H -2.6785 0.3357 1.2856
H -5.9444 -3.3866 -0.3132
H 4.3972 -1.5857 -2.3820
H -4.3043 0.9649 0.4657
H -4.1111 -3.5878 -0.1508
H -3.1155 -0.2917 -2.5403
H -1.3465 -0.3960 -2.3359
H -1.4900 -1.0627 -0.0485
H 3.3650 1.4152 1.4125
H 8.1157 -1.7679 -0.3432
H 3.1055 3.6805 0.2578
H -3.8778 -0.9974 2.9580
H -2.3291 -2.2325 -0.6674
H 1.6772 4.5412 0.4858
H -4.2467 0.6490 3.1692
*
```

***

Entry 3:
Here is a cluster of 3 separate species, C4H13NO2 in total at a distorted geometry from the OMol25 dataset. Energies are from wB97M-V/def2-TZVPD.

LUMO energy (spin up / spin down) in eV: 3.756 / 3.647
HOMO (spin up / spin down) in Ha: 0.0462 / -0.2002
Energy above the lowest of the compared OMol25 structures with the same formula, charge and spin in kcal/mol: 21.8

```
! wB97M-V def2-TZVPD RIJCOSX def2/J DEFGRID3
* xyz -1 2
O 2.0742 -0.7004 1.7864
O 2.8696 0.7324 -0.9862
N -0.6133 -0.2758 0.8855
C -0.3433 0.8826 0.0100
C -1.5586 0.9809 -1.0065
C -1.8462 -0.5547 -1.2499
C -1.6281 -1.1373 0.2382
H -2.5971 -1.1126 0.7512
H 3.0599 0.2810 -0.1672
H -1.2196 1.7481 -1.7625
H 0.5161 0.8745 -0.5839
H -2.4437 1.5093 -0.5345
H -2.8412 -0.6833 -1.5216
H 1.2545 -0.6301 1.2171
H -1.3097 -2.2033 0.2822
H 3.5375 1.4196 -1.0255
H -0.5594 1.7051 0.6463
H 1.7627 -1.3284 2.4052
H -1.1201 -1.0198 -1.9769
H -1.0400 0.0854 1.7185
*
```

***

Entry 4:
Here is a structure of composition C23H47F3N4ORhS2 at a distorted geometry from the OMol25 dataset. Energies are from wB97M-V/def2-TZVPD.

LUMO energy (spin up / spin down) in eV: -3.728 / -3.722
HOMO (spin up / spin down) in Ha: -0.3928 / -0.3928
Energy above the lowest of the compared OMol25 structures with the same formula, charge and spin in kcal/mol: 51.6

```
! wB97M-V def2-TZVPD RIJCOSX def2/J DEFGRID3
* xyz 1 1
Rh 0.8025 -1.2840 -0.3322
S 1.0712 0.2218 1.6134
S -0.6274 -0.9048 -2.9897
F 0.9860 1.3686 -1.6815
F 2.9199 0.6917 -0.9736
F 2.0617 -0.1804 -2.7402
O -0.2180 -2.2934 -3.3677
N 1.5867 2.6769 0.7622
N 2.6953 -2.3645 -1.2016
N -0.3623 2.4739 1.9291
N 1.0941 -2.7595 1.3109
C -1.7200 2.5486 3.9951
C -1.9497 0.6455 -4.7778
C -2.4458 -0.7843 -2.8877
C 2.4286 -3.1454 1.8005
C 1.7340 0.2626 -1.4970
C -2.7786 -5.2902 0.1712
C -1.4511 -3.3769 -0.6461
C 1.3540 4.0520 0.3292
C -0.8783 -2.3560 -0.3324
C 3.2506 -3.8100 0.7117
C 0.0942 6.9101 0.6405
C -0.5717 0.0348 -4.5627
C 0.7216 1.9116 1.4108
C -2.1231 -4.6278 -1.0449
C -0.6420 2.3851 5.0705
C 0.6216 3.2193 4.8495
C -1.4351 1.8235 2.6856
C 1.7305 5.0928 1.3820
C -1.0397 -5.5440 -1.6397
C 3.7720 -2.8356 -0.3207
C -3.1777 -4.3369 -2.1207
C -2.9440 -0.3975 -4.2724
C 1.5530 6.5230 0.8765
H -0.2941 -5.8010 -0.8827
H 1.9828 7.1992 1.6168
H 0.0220 7.9495 0.3217
H -2.7114 -3.8699 -2.9900
H -3.9610 -3.6823 -1.7336
H -3.5299 -4.6333 0.6109
H 2.1231 6.6576 -0.0474
H -0.3730 1.3278 5.1501
H 0.5632 -3.5649 0.9889
H -0.4393 3.4769 1.8423
H -1.1325 0.7979 2.8772
H -2.3337 1.7991 2.0672
H 3.0811 -1.7470 -1.9043
H 2.2739 -3.1382 -1.7115
H -2.9391 -1.2716 -4.9279
H -1.4909 -6.4689 -2.0059
H -0.3724 6.3021 -0.1377
H -2.0475 1.5649 -4.1941
H -2.0362 -5.5264 0.9358
H -2.6478 0.0001 -2.1532
H -1.8878 3.6150 3.8005
H -0.4913 6.8040 1.5577
H 2.6406 -4.5742 0.2153
H -2.1152 0.8977 -5.8252
H -3.2683 -6.2177 -0.1323
H 1.2327 3.2260 5.7521
H 4.0979 -4.3226 1.1678
H 0.3661 4.2579 4.6211
H -0.3383 -0.7442 -5.2895
H 4.5636 -3.3114 -0.9027
H -2.6631 2.1489 4.3733
H -1.0816 2.6715 6.0274
H 2.3259 -3.8299 2.6436
H 4.2037 -1.9641 0.1746
H 1.2391 2.8279 4.0400
H 2.4207 2.2143 0.4396
H -3.9626 -0.0101 -4.2421
H 0.2400 0.7591 -4.5162
H -3.6433 -5.2716 -2.4389
H 0.3051 4.1496 0.0392
H -0.5442 -5.0391 -2.4704
H 0.5494 -2.3208 2.0479
H -2.8080 -1.7315 -2.5015
H 2.9291 -2.2442 2.1580
H 2.7693 4.9297 1.6766
H 1.9495 4.2056 -0.5706
H 1.1209 4.9523 2.2820
*
```

***

Entry 5:
Here is a cluster of 8 separate species, C5H25NO7 in total at a distorted geometry from the OMol25 dataset. Energies are from wB97M-V/def2-TZVPD.

LUMO energy in eV: 0.593
HOMO in Ha: -0.3701
Energy above the lowest of the compared OMol25 structures with the same formula, charge and spin in kcal/mol: 66.4

```
! wB97M-V def2-TZVPD RIJCOSX def2/J DEFGRID3
* xyz 0 1
O -0.4200 -2.6469 -0.6520
O -2.6490 1.7821 -1.7224
O 0.5781 -2.8520 1.9599
O -2.6547 1.4783 1.0270
O -0.1524 1.1655 -3.3364
O -1.1621 -1.0413 -2.4110
O -2.3258 -1.2068 0.2671
N 2.1606 -0.6685 -0.6926
C 0.0860 1.0035 2.5479
C 0.3462 1.1578 1.0724
C 2.4541 -0.2020 0.6911
C 1.8106 1.3255 0.8235
C 2.9719 -0.1797 -1.5788
H 2.3287 1.7354 1.7106
H -2.3672 0.5838 0.9455
H -2.2660 -2.1878 0.4790
H 0.1375 -3.5693 1.5974
H -0.9938 1.4004 -2.8775
H -0.7360 -0.6715 -3.1283
H 0.3990 1.3255 -2.5383
H -3.2658 1.5239 1.8423
H 0.0824 -2.0691 -0.0587
H 0.3277 0.1235 3.0406
H 1.8756 -0.8802 1.3159
H -0.2415 -2.0360 -1.4149
H -2.8284 2.6895 -1.3143
H -0.2187 1.9980 0.7475
H -1.5758 -0.9443 -0.3351
H -0.1048 0.2536 0.3966
H 3.3706 -0.1041 1.2278
H -0.9562 1.1088 2.8898
H 1.4926 -2.8716 1.8634
H 2.0500 2.0333 0.0302
H -2.0991 -1.3875 -2.5078
H 3.8823 0.3609 -1.4276
H 0.7304 1.6662 3.1095
H 2.8701 -0.4056 -2.6063
H -2.9370 1.2085 -0.9832
*
```

***

Entry 6:
Here is a cluster of 11 separate species, C44H102O18 in total at a distorted geometry from the OMol25 dataset. Energies are from wB97M-V/def2-TZVPD.

LUMO energy in eV: 0.632
HOMO in Ha: -0.3276
Energy above the lowest of the compared OMol25 structures with the same formula, charge and spin in kcal/mol: 42.3

```
! wB97M-V def2-TZVPD RIJCOSX def2/J DEFGRID3
* xyz 0 1
O 2.7899 -1.0724 4.2840
O 5.3003 1.5776 -2.8353
O -7.0540 2.8922 -2.1043
O -2.4078 2.1478 2.1932
O 2.9586 5.5576 5.7994
O -3.3149 -0.7545 -5.6815
O 3.1585 3.0903 -1.6512
O -5.4006 -0.3295 -1.9528
O -4.0395 -4.4613 3.5955
O 3.9258 -3.0167 0.7763
O 4.1739 -3.8876 6.0960
O -1.4669 -2.6294 3.3548
O 2.0386 3.4640 3.8873
O -0.9825 3.7371 -2.6660
O 0.6677 0.1001 -0.8245
O -1.5843 -2.4688 -4.0292
O 3.7894 -5.9754 0.3649
O 1.9663 -1.0057 -4.8134
C -3.0448 3.3202 -3.7707
C -2.2481 3.0394 -2.5080
C -8.4575 3.2515 -1.9607
C -0.3365 -0.5356 -1.5910
C 3.1173 -5.3384 1.4326
C 6.6150 1.5508 -3.3225
C -6.7682 1.5729 -1.5565
C 3.6214 1.8501 -1.1015
C 2.3702 4.8189 3.6086
C 3.2204 -0.3658 -5.1541
C 4.3195 -1.4589 -4.9346
C -1.9125 -0.8640 -5.8998
C 1.7173 3.0483 -1.8171
C -4.6288 -1.0532 -2.8923
C -1.2375 4.9226 -3.4829
C 3.9008 5.6393 6.8843
C 4.0596 -5.2959 5.9114
C -5.1681 -5.1044 3.1138
C 3.5964 -1.6691 0.5784
C 3.3800 0.1761 3.9958
C -1.3887 -2.3311 -5.4838
C -3.9923 0.2735 -6.3686
C -2.8074 -2.4210 3.9313
C -4.8576 2.3857 2.2008
C 5.1405 -5.6094 0.1802
C -3.9257 -3.1595 3.1063
C -1.2577 -3.8496 -3.5619
C -1.5129 -0.5978 -0.7670
C 3.4084 -3.2165 5.0547
C -2.2892 4.4148 -4.4578
C 2.8254 -3.8247 1.1851
C 2.2609 -1.8725 -3.7896
C -2.8291 2.7449 3.4207
C -5.5130 1.0782 -2.2603
C -0.4718 -2.0974 4.1717
C -3.6341 1.9772 1.3921
C 5.1116 1.6639 -1.4207
C 3.4581 -1.7852 5.3518
C -4.2639 2.3042 3.5819
C 0.8442 3.0748 3.2038
C -0.8848 -0.8293 0.6481
C 3.7607 -2.2703 -3.7967
C 3.5416 5.2480 4.5370
C 0.3083 0.1297 0.5803
H 6.5125 1.4013 -4.3973
H 0.0745 -1.5311 -1.7591
H -3.5885 0.9602 1.0026
H 3.7939 -3.4092 4.0535
H -4.9880 -1.0270 -3.9211
H 5.2869 -4.5583 -0.0687
H -7.5707 0.8940 -1.8451
H 2.8397 0.7741 3.2619
H 2.1270 -3.7570 0.3510
H -9.1558 2.7065 -2.5959
H -2.8468 5.3014 -4.7597
H 3.9017 -3.3440 -3.9205
H 2.3174 -3.3746 2.0380
H -1.5504 -0.5908 1.4777
H 3.1000 1.0270 -1.5901
H 4.4009 -5.5652 4.9119
H 1.6052 -2.7428 -3.7643
H -8.7625 3.0292 -0.9382
H -2.0391 1.9700 -2.4797
H -2.7496 -2.7639 4.9643
H 5.6568 2.4721 -0.9333
H -3.0388 -1.3564 3.9674
H 7.1312 2.4551 -3.0003
H 1.1713 -0.1731 1.1734
H 3.2931 0.5014 -4.4978
H 0.0523 1.1675 0.7941
H -4.1257 3.4300 -3.6828
H 5.3025 -1.0408 -4.7176
H 2.3546 -3.4862 5.1245
H -0.4893 -1.8446 0.6767
H -2.2407 -1.3324 -1.1117
H -3.4956 2.6869 0.5764
H 2.1898 -5.8473 1.6948
H 3.1408 0.1989 -6.0830
H 4.4672 -1.4381 5.5739
H 3.0457 -1.2286 1.4095
H 1.5381 5.4922 3.8144
H -1.9778 0.3859 -0.8334
H -0.3281 -2.4391 -5.7108
H -8.4664 4.3191 -2.1802
H -5.7107 1.7242 2.0498
H 3.0081 -1.5807 -0.3349
H 3.2878 5.8097 7.7693
H -4.7850 2.9021 4.3296
H -0.2573 -2.7989 4.9779
H -2.0808 2.4122 4.1401
H -5.0694 0.1868 -6.2251
H 4.5370 6.5086 6.7176
H 0.8369 3.3185 2.1414
H -1.2772 -0.0978 -5.4555
H -1.6490 -0.8571 -6.9574
H 2.0930 -1.2891 -2.8843
H 2.6346 4.8466 2.5515
H -1.5865 5.7357 -2.8463
H 4.2105 -1.8662 -2.8898
H 3.6376 -5.5169 2.3736
H -4.6818 1.6699 -1.8769
H 3.0722 -5.7114 6.1124
H -1.5778 -3.9236 -2.5226
H 5.4613 0.7594 -0.9229
H -4.4746 -2.0548 -2.4909
H -5.1994 -5.0553 2.0253
H 4.7621 -5.7869 6.5850
H 0.4544 -2.0663 3.5979
H 5.7660 -5.8531 1.0389
H 7.1656 0.6859 -2.9525
H 3.8884 6.2070 4.1521
H 0.7722 1.9936 3.0856
H 5.5736 -6.1105 -0.6855
H -2.7362 3.8267 3.3254
H -0.2456 5.2863 -3.7510
H -6.5907 1.7038 -0.4890
H -1.8255 4.0416 -5.3709
H -0.7531 -1.1047 4.5232
H 4.5049 -1.0803 0.4512
H 4.2833 -0.0503 3.4293
H -3.8932 -0.0349 -7.4093
H -3.6889 -0.5012 -2.8911
H 2.7972 -1.5142 6.1751
H 4.5148 4.7504 7.0292
H 3.4239 1.7133 -0.0383
H -5.1718 3.4231 2.0861
H 1.1986 2.8359 -0.8823
H -3.6544 1.2600 -6.0514
H 1.4726 2.2975 -2.5684
H -0.2079 -4.1200 -3.6754
H 0.0133 3.5499 3.7253
H 4.3111 4.4769 4.5760
H -3.8308 -3.2112 2.0216
H -2.8584 2.4305 -4.3723
H 1.3948 4.0301 -2.1635
H 3.6409 0.7303 4.8974
H -1.8913 -4.5241 -4.1377
H -2.6947 3.4331 -1.5950
H -4.8354 -2.5734 3.2367
H -5.5703 1.1847 -3.3436
H -4.2903 1.3068 4.0208
H -0.3549 -0.0373 -2.5602
H -5.9846 -4.5466 3.5723
H 4.3351 -2.1990 -5.7347
H -5.2468 -6.1486 3.4164
H -1.9324 -3.0493 -6.0975
*
```

***

Number 1: E_tot -6207.26059 Eh. Number 2: E_tot -1498.42084 Eh. Number 3: E_tot -365.35628 Eh. Number 4: E_tot -2405.06071 Eh. Number 5: E_tot -786.82729 Eh. Number 6: E_tot -3091.48327 Eh.